Density functional theory data (wB97M-V/def2-TZVPD) for a gas-phase ion, C3H6N3 (charge +1) in a non-equilibrium geometry.

Cartesian coordinates (Å):
C (1.641, 0.122, -0.662)
C (-0.506, -0.074, -0.917)
C (-0.987, -0.064, 1.604)
N (1.149, 0.091, 0.555)
N (0.691, 0.050, -1.583)
N (-0.201, 0.037, 0.359)
H (2.631, 0.089, -0.915)
H (-1.592, -0.179, -1.520)
H (-0.271, 0.111, 2.401)
H (-1.966, 0.605, 1.550)
H (-1.333, -1.108, 1.750)
H (0.744, 0.320, -2.622)

Summary:
Energy relative to the best compared isomer or geometry (same formula, charge and spin) (kcal/mol): 16.50
DFT total energy (eV): -7670.6607
Structure (SMILES): C[n+]1c[nH]cn1
HOMO (eV): -15.9
Charge: +1

***

Density functional theory data (wB97M-V/def2-TZVPD) for a single C3H4S2 molecule in a non-equilibrium geometry.

Cartesian coordinates (Å):
C (-0.869, 0.320, 0.389)
C (0.421, 0.472, -0.510)
C (1.722, 0.958, 0.190)
H (-0.302, 0.046, 1.236)
H (0.191, 0.969, -1.521)
H (1.495, 0.856, 1.357)
H (2.619, 1.709, -0.340)
S (-2.433, -0.131, -0.043)
S (1.705, -0.749, -0.029)

Summary:
Energy relative to the best compared isomer or geometry (same formula, charge and spin) (kcal/mol): 70.60
DFT total energy (eV): -24842.5800
Structure (SMILES): S=C[C@H]1CS1
HOMO (eV): -9.0

***

Density functional theory data (wB97M-V/def2-TZVPD) for a molecular structure, C17H41AsCuSbSi3.

Cartesian coordinates (Å):
Cu (-0.139, -0.281, -0.149)
C (1.650, 2.245, 1.749)
C (2.556, 1.141, 1.834)
C (2.474, 0.422, 0.673)
C (1.441, 1.002, -0.179)
C (1.014, 2.196, 0.540)
H (1.502, 2.991, 2.519)
H (3.191, 0.923, 2.682)
H (3.069, -0.444, 0.414)
H (1.648, 1.085, -1.249)
H (0.304, 2.920, 0.164)
C (-3.862, 0.270, -1.780)
Sb (-2.272, 1.665, -1.325)
C (-3.576, 3.200, -0.546)
C (-2.249, 2.481, -3.324)
H (-4.771, 0.796, -2.071)
H (-4.067, -0.356, -0.911)
H (-3.539, -0.370, -2.602)
H (-4.373, 3.410, -1.258)
H (-2.996, 4.106, -0.372)
H (-4.006, 2.877, 0.401)
H (-3.252, 2.797, -3.607)
H (-1.893, 1.726, -4.025)
H (-1.575, 3.337, -3.363)
C (-4.444, -2.919, 0.891)
Si (-3.164, -3.618, -0.310)
C (-2.915, -5.461, 0.018)
C (-3.846, -3.449, -2.063)
As (-1.140, -2.436, -0.026)
Si (-0.556, -2.883, 2.231)
C (-1.458, -1.450, 3.075)
C (1.295, -2.661, 2.462)
C (-1.088, -4.544, 2.959)
Si (0.249, -3.386, -1.681)
C (-0.244, -2.325, -3.172)
C (0.068, -5.213, -2.134)
C (2.048, -3.040, -1.241)
H (-5.440, -3.300, 0.656)
H (-4.479, -1.830, 0.828)
H (-4.217, -3.187, 1.926)
H (-3.862, -5.995, -0.091)
H (-2.537, -5.649, 1.023)
H (-2.205, -5.892, -0.690)
H (-4.750, -4.054, -2.162)
H (-3.132, -3.792, -2.814)
H (-4.109, -2.415, -2.291)
H (-1.072, -0.514, 2.659)
H (-1.306, -1.425, 4.156)
H (-2.533, -1.483, 2.883)
H (1.614, -1.716, 2.018)
H (1.866, -3.469, 2.000)
H (1.552, -2.630, 3.523)
H (-2.174, -4.655, 2.978)
H (-0.725, -4.623, 3.986)
H (-0.666, -5.377, 2.393)
H (-1.298, -2.463, -3.422)
H (0.345, -2.541, -4.065)
H (-0.100, -1.271, -2.917)
H (-0.912, -5.434, -2.561)
H (0.222, -5.866, -1.273)
H (0.821, -5.469, -2.883)
H (2.182, -1.975, -1.035)
H (2.714, -3.316, -2.062)
H (2.360, -3.595, -0.354)

Summary:
DFT total energy (eV): -153944.6279
HOMO (eV): -6.9

***

Density functional theory data (wB97M-V/def2-TZVPD) for 5 unconnected molecules or ions with the total composition C28H66N4O6 in a non-equilibrium geometry.

Cartesian coordinates (Å):
C (1.735, -1.523, -2.921)
C (0.974, -2.763, -2.667)
C (-0.378, -3.038, -3.278)
O (-1.285, -2.128, -2.576)
C (-2.677, -2.316, -3.081)
N (1.872, -3.875, -3.067)
H (1.702, -1.283, -3.984)
H (2.748, -1.647, -2.540)
H (1.181, -0.735, -2.410)
H (0.731, -2.868, -1.609)
H (-0.590, -4.078, -3.029)
H (-0.497, -2.806, -4.336)
H (-3.384, -1.995, -2.315)
H (-2.780, -3.321, -3.491)
H (-3.035, -1.689, -3.897)
H (1.387, -4.630, -3.531)
H (2.299, -4.242, -2.229)
C (-0.101, 0.738, 0.222)
C (-1.263, 0.940, -0.701)
C (-2.107, 2.266, -0.636)
O (-2.843, 2.222, 0.602)
C (-3.802, 3.238, 0.806)
N (-0.820, 0.726, -2.100)
H (-0.542, 1.037, 1.173)
H (0.786, 1.322, -0.024)
H (0.405, -0.220, 0.339)
H (-1.892, 0.109, -0.384)
H (-2.909, 2.395, -1.363)
H (-1.463, 3.145, -0.654)
H (-4.327, 2.920, 1.707)
H (-4.609, 3.110, 0.085)
H (-3.492, 4.282, 0.756)
H (-1.528, 1.083, -2.725)
H (-0.883, -0.260, -2.311)
C (2.336, 3.517, -2.477)
C (2.136, 3.049, -3.900)
O (0.792, 2.832, -4.125)
O (2.376, 2.313, -1.612)
H (1.437, 4.112, -2.312)
H (3.178, 4.172, -2.252)
H (2.721, 2.141, -4.046)
H (2.445, 3.687, -4.728)
H (0.436, 2.371, -3.361)
H (1.526, 1.904, -1.433)
C (-4.259, -4.623, 2.262)
C (-3.900, -3.686, 1.013)
C (-4.655, -4.216, -0.189)
C (-6.144, -3.873, -0.171)
C (-6.165, -2.414, 0.069)
C (-5.560, -1.769, 1.348)
N (-4.132, -2.241, 1.357)
O (-3.336, -1.676, 2.404)
C (-5.523, -0.191, 1.061)
C (-6.437, -2.209, 2.632)
C (-2.359, -3.834, 0.679)
H (-3.351, -4.804, 2.836)
H (-4.739, -5.576, 2.041)
H (-4.882, -4.079, 2.972)
H (-4.289, -3.780, -1.119)
H (-4.491, -5.274, -0.395)
H (-6.620, -4.457, 0.617)
H (-6.785, -4.225, -0.980)
H (-7.191, -2.081, -0.088)
H (-5.684, -2.000, -0.818)
H (-4.864, 0.294, 1.781)
H (-5.175, 0.025, 0.051)
H (-6.507, 0.271, 1.138)
H (-6.767, -3.243, 2.526)
H (-5.887, -2.117, 3.568)
H (-7.393, -1.691, 2.549)
H (-2.154, -3.376, -0.289)
H (-1.928, -4.828, 0.553)
H (-1.643, -3.433, 1.396)
H (-2.624, -1.283, 1.893)
C (5.827, 3.337, -0.686)
C (5.977, 2.715, 0.757)
C (6.497, 3.801, 1.753)
C (6.347, 3.524, 3.189)
C (4.911, 3.039, 3.478)
C (4.327, 1.950, 2.523)
N (4.606, 2.344, 1.128)
O (4.173, 1.297, 0.287)
C (4.768, 0.537, 2.915)
C (2.803, 2.199, 2.632)
C (7.029, 1.538, 0.811)
H (5.560, 2.611, -1.454)
H (6.677, 3.951, -0.985)
H (5.067, 4.107, -0.552)
H (7.396, 4.411, 1.670)
H (5.813, 4.609, 1.496)
H (6.468, 4.445, 3.759)
H (7.130, 2.812, 3.450)
H (4.470, 4.035, 3.445)
H (4.812, 2.752, 4.525)
H (5.805, 0.363, 3.203)
H (4.111, 0.204, 3.718)
H (4.486, -0.243, 2.208)
H (2.278, 3.114, 2.356)
H (2.216, 1.328, 2.342)
H (2.520, 2.051, 3.674)
H (7.510, 1.607, -0.165)
H (6.546, 0.581, 1.006)
H (7.822, 1.572, 1.558)
H (3.494, 1.586, -0.328)

Summary:
Energy relative to the best compared isomer or geometry (same formula, charge and spin) (kcal/mol): 43.07
DFT total energy (eV): -48344.1032
Structure (SMILES): CC1(C)CCCC(C)(C)N1O.CC1(C)CCCC(C)(C)N1O.COC[C@H](C)N.COC[C@H](C)N.OCCO
HOMO (eV): -8.0

***

Density functional theory data (wB97M-V/def2-TZVPD) for a single C6H10O2S2 molecule in a non-equilibrium geometry.

Cartesian coordinates (Å):
C (0.350, 0.186, -0.654)
C (-0.072, -0.237, 0.769)
C (1.896, -0.068, -0.716)
C (1.000, -0.965, 1.384)
C (-0.382, -0.605, -1.690)
C (-0.458, 1.001, 1.652)
O (2.115, -2.746, -0.262)
O (2.402, 2.582, -0.632)
S (2.417, -1.477, 0.404)
S (2.738, 1.372, 0.110)
H (0.253, 1.293, -0.857)
H (-0.858, -0.900, 0.736)
H (2.476, -0.141, -1.711)
H (0.792, -1.327, 2.418)
H (-1.416, -0.345, -1.573)
H (-0.029, -1.672, -1.475)
H (-0.114, -0.500, -2.834)
H (-1.293, 1.733, 1.176)
H (0.487, 1.569, 1.861)
H (-0.807, 0.754, 2.755)

Summary:
Energy relative to the best compared isomer or geometry (same formula, charge and spin) (kcal/mol): 107.34
DFT total energy (eV): -32144.9293
HOMO (spin up / spin down) (eV): -9.0 / -9.1

***

Density functional theory data (wB97M-V/def2-TZVPD) for a molecular structure, C16H30O3P2Pd in a non-equilibrium geometry.

Cartesian coordinates (Å):
Pd (0.437, 0.059, -0.384)
C (3.476, -1.614, -1.257)
O (2.625, -1.158, -0.210)
C (3.306, -0.435, 0.811)
C (3.600, 1.011, 0.400)
O (2.355, 1.576, 0.011)
C (2.454, 2.778, -0.741)
C (1.078, 3.008, -1.370)
O (0.625, 1.878, -2.109)
C (1.205, 1.767, -3.404)
H (4.308, -2.185, -0.838)
H (3.869, -0.790, -1.855)
H (2.878, -2.271, -1.888)
H (4.238, -0.938, 1.087)
H (2.621, -0.421, 1.668)
H (4.312, 1.053, -0.435)
H (4.033, 1.564, 1.242)
H (3.234, 2.680, -1.508)
H (2.718, 3.622, -0.093)
H (1.106, 3.898, -2.004)
H (0.347, 3.145, -0.564)
H (1.079, 2.703, -3.952)
H (0.667, 0.976, -3.926)
H (2.267, 1.517, -3.358)
C (-1.020, -3.276, -0.047)
P (-0.355, -1.857, 0.903)
C (0.621, -2.683, 2.205)
C (-1.825, -1.114, 1.700)
C (-2.271, -1.581, 2.932)
C (-3.392, -1.029, 3.531)
C (-4.067, 0.012, 2.913)
C (-3.623, 0.503, 1.696)
C (-2.510, -0.056, 1.073)
P (-1.934, 0.587, -0.542)
C (-2.928, -0.331, -1.780)
C (-2.563, 2.291, -0.719)
H (-1.663, -3.873, 0.600)
H (-0.187, -3.886, -0.396)
H (-1.594, -2.940, -0.907)
H (0.072, -3.531, 2.613)
H (0.862, -1.984, 3.003)
H (1.542, -3.055, 1.756)
H (-1.744, -2.376, 3.439)
H (-3.729, -1.404, 4.484)
H (-4.934, 0.452, 3.382)
H (-4.146, 1.330, 1.240)
H (-3.983, -0.275, -1.504)
H (-2.628, -1.375, -1.831)
H (-2.781, 0.129, -2.757)
H (-3.650, 2.291, -0.783)
H (-2.164, 2.704, -1.647)
H (-2.244, 2.903, 0.122)

Summary:
Energy relative to the best compared isomer or geometry (same formula, charge and spin) (kcal/mol): 29.49
DFT total energy (eV): -45264.0201
HOMO (eV): -15.5
Charge: +2

***

Density functional theory data (wB97M-V/def2-TZVPD) for a molecular structure, C16H18Br2Cl2IrN2O2Se2.

Cartesian coordinates (Å):
Ir (1.909, 2.096, 0.866)
O (-2.577, 2.009, 4.864)
C (-1.411, 1.217, 4.725)
C (-0.228, 2.157, 4.451)
C (-0.059, 3.065, 5.667)
O (1.048, 3.925, 5.448)
C (-0.560, 2.954, 3.179)
Se (1.023, 3.789, 2.357)
C (1.013, 1.272, 4.246)
Se (2.450, 2.164, 3.230)
H (-3.321, 1.446, 5.097)
H (-1.505, 0.517, 3.886)
H (-1.213, 0.640, 5.635)
H (0.108, 2.435, 6.549)
H (-0.980, 3.630, 5.822)
H (1.109, 4.558, 6.170)
H (-1.265, 3.751, 3.408)
H (-0.982, 2.301, 2.418)
H (0.762, 0.379, 3.676)
H (1.451, 0.986, 5.202)
Br (5.995, -1.777, -2.733)
C (4.824, -0.739, -1.703)
C (4.651, -1.006, -0.354)
C (3.789, -0.204, 0.365)
N (3.112, 0.814, -0.182)
C (3.264, 1.048, -1.499)
C (4.118, 0.297, -2.287)
C (2.407, 2.132, -2.009)
C (2.368, 2.532, -3.333)
C (1.476, 3.523, -3.701)
Br (1.392, 4.098, -5.482)
C (0.643, 4.081, -2.744)
C (0.751, 3.634, -1.443)
N (1.622, 2.687, -1.069)
H (5.177, -1.813, 0.134)
H (3.625, -0.365, 1.420)
H (4.233, 0.509, -3.339)
H (3.016, 2.082, -4.069)
H (-0.073, 4.848, -2.998)
H (0.127, 4.039, -0.662)
Cl (-0.032, -0.808, 1.143)
C (-1.013, -0.820, -0.330)
Cl (-1.461, 0.806, -0.853)
H (-1.922, -1.372, -0.128)
H (-0.431, -1.281, -1.117)

Summary:
Energy relative to the best compared isomer or geometry (same formula, charge and spin) (kcal/mol): 0.00
DFT total energy (eV): -322615.4434
HOMO (eV): -10.2
Charge: +1

***

Density functional theory data (wB97M-V/def2-TZVPD) for a molecular structure, C43H37Cl2INP2Ru.

Cartesian coordinates (Å):
Ru (-0.806, 0.865, -1.096)
Cl (-0.863, -2.215, -0.720)
C (0.888, -2.201, -0.826)
Cl (1.493, -0.502, -0.695)
H (1.207, -2.579, -1.790)
H (1.315, -2.750, 0.007)
I (-3.396, 0.488, -1.591)
C (-3.007, 0.340, -3.643)
C (-4.031, 0.047, -4.520)
C (-3.738, -0.004, -5.885)
C (-2.455, 0.246, -6.329)
C (-1.425, 0.550, -5.420)
C (-0.117, 0.813, -5.878)
C (0.907, 1.121, -4.988)
C (0.646, 1.170, -3.632)
C (-0.634, 0.874, -3.080)
C (-1.690, 0.595, -4.023)
H (-5.037, -0.140, -4.171)
H (-4.525, -0.237, -6.589)
H (-2.230, 0.208, -7.387)
H (0.079, 0.781, -6.943)
H (1.902, 1.324, -5.359)
H (1.466, 1.421, -2.970)
C (-0.023, 0.300, 3.795)
N (0.204, 1.706, 3.678)
C (0.341, 2.209, 2.341)
P (-1.068, 1.783, 1.143)
C (-0.972, 3.119, -0.100)
C (-2.062, 3.905, -0.501)
C (-1.921, 4.795, -1.550)
C (-0.708, 4.906, -2.233)
C (0.363, 4.109, -1.884)
C (0.233, 3.190, -0.840)
C (-2.598, 1.960, 2.059)
C (-2.930, 3.162, 2.687)
C (-4.128, 3.267, 3.374)
C (-4.986, 2.176, 3.451)
C (-4.655, 0.973, 2.840)
C (-3.463, 0.867, 2.139)
C (-0.298, 2.574, 4.707)
C (0.321, 3.800, 4.915)
C (-0.148, 4.652, 5.901)
C (-1.217, 4.273, 6.707)
C (-1.818, 3.039, 6.509)
C (-1.372, 2.196, 5.501)
P (1.418, -0.627, 3.108)
C (1.113, -2.350, 2.973)
C (2.231, -3.206, 2.888)
C (2.040, -4.567, 2.747)
C (0.749, -5.085, 2.686)
C (-0.358, -4.244, 2.759)
C (-0.188, -2.880, 2.892)
C (2.960, -0.236, 3.891)
C (3.265, -0.778, 5.144)
C (4.452, -0.422, 5.761)
C (5.327, 0.455, 5.132)
C (5.029, 0.986, 3.884)
C (3.841, 0.645, 3.258)
H (-0.923, -0.068, 3.280)
H (-0.098, 0.015, 4.848)
H (1.253, 1.817, 1.869)
H (0.425, 3.294, 2.366)
H (-3.001, 3.830, 0.034)
H (-2.754, 5.422, -1.839)
H (-0.611, 5.627, -3.034)
H (1.309, 4.202, -2.401)
H (1.112, 2.649, -0.489)
H (-2.255, 4.009, 2.650)
H (-4.389, 4.197, 3.859)
H (-5.917, 2.264, 3.994)
H (-5.324, 0.126, 2.908)
H (-3.198, -0.073, 1.662)
H (1.188, 4.079, 4.327)
H (0.341, 5.603, 6.061)
H (-1.569, 4.932, 7.489)
H (-2.649, 2.732, 7.131)
H (-1.887, 1.257, 5.327)
H (3.232, -2.800, 2.952)
H (2.895, -5.229, 2.700)
H (0.605, -6.153, 2.589)
H (-1.355, -4.662, 2.724)
H (-1.056, -2.238, 2.958)
H (2.585, -1.466, 5.632)
H (4.697, -0.830, 6.732)
H (6.255, 0.725, 5.619)
H (5.720, 1.661, 3.399)
H (3.604, 1.046, 2.280)

Summary:
DFT total energy (eV): -100959.6115
Spin multiplicity: 5
⟨S²⟩: 6.069
HOMO (spin up / spin down) (eV): -14.8 / -14.8
Charge: +3